Computed, not measured: a molecular structure, C18H25F6GeN2O11P2S2SeTa at a distorted geometry, with ωB97M-V/def2-TZVPD.

Summary:
Charge: +2
Energy above the lowest of the compared OMol25 structures with the same formula, charge and spin in kJ/mol: 16.0
E_tot in Ha: -8251.35553
HOMO level in Eh: -0.52173
Largest force on an atom in eV Å⁻¹: 1.05

Atoms and positions in Å:
Ta (-0.97827, 0.93361, -0.15746)
Se (1.47423, 0.49555, -1.28870)
Ge (4.55856, -0.28912, -0.55061)
S (0.80385, 2.71104, 1.90421)
S (-0.48042, 4.26786, 0.13853)
P (-2.62749, 0.83332, -3.02444)
P (-3.80060, 1.34850, -0.51476)
F (0.95572, 1.65428, 4.24042)
F (-1.91456, 5.45093, 1.89693)
F (-2.56726, 3.41896, 1.59181)
F (-3.04039, 4.96448, 0.12936)
F (1.63875, 3.71049, 4.14224)
F (-0.48355, 3.26898, 4.07858)
O (-2.91890, 2.50612, -0.89692)
O (-0.35035, 1.74230, 1.62856)
O (-5.15759, 1.60141, 0.19876)
O (-4.29752, -0.85873, -1.96533)
O (-2.46392, -0.13430, -4.22186)
O (-2.88054, 0.41697, 0.32900)
O (-0.32199, 5.43057, -0.64276)
O (-2.56433, 2.26779, -3.61690)
O (-1.46255, 0.51051, -2.06445)
O (2.05779, 2.18162, 1.49669)
O (-0.35397, 2.96047, -0.61972)
N (0.45764, 4.15199, 1.40691)
N (0.12531, -8.03988, 4.03424)
C (-1.33741, -5.25908, 2.51419)
C (5.03288, 1.55233, -0.16743)
C (-0.42239, -1.97565, 1.09336)
C (0.03342, -7.00909, 3.53774)
C (-0.08191, -5.71805, 2.91319)
C (0.95481, -3.71148, 2.11275)
C (-0.30318, -3.24374, 1.70859)
C (2.61520, -0.47864, -0.05215)
C (1.06354, -4.94605, 2.71645)
C (-4.20044, 0.53603, -2.10842)
C (-0.52666, -0.87574, 0.56012)
C (0.72619, 2.85812, 3.75294)
C (4.74201, -0.69803, -2.44467)
C (-1.45020, -4.02230, 1.91506)
C (1.07753, -1.00111, -2.45052)
C (5.46782, -1.57815, 0.57682)
C (-5.38837, 1.18376, -2.81486)
C (-2.14665, 4.53286, 0.98196)
H (-2.88253, 0.07339, -5.07123)
H (5.14134, -2.59202, 0.34590)
H (-5.26946, 2.26197, -2.91775)
H (2.25099, -1.50601, -0.07073)
H (-5.22363, -1.13174, -1.99995)
H (4.39624, 2.24304, -0.72158)
H (-2.41504, -3.64807, 1.60215)
H (-5.18130, 1.75035, 1.15662)
H (4.93270, 1.76235, 0.89665)
H (1.83316, -3.09988, 1.95685)
H (-2.63453, 2.97757, -2.95151)
H (6.54388, -1.52357, 0.41350)
H (2.02433, -5.32214, 3.03820)
H (5.76481, -0.48101, -2.75275)
H (5.27452, -1.36970, 1.62901)
H (4.08304, -0.07764, -3.05423)
H (4.54677, -1.75077, -2.64987)
H (-5.52211, 0.74771, -3.80570)
H (-6.29072, 1.00188, -2.22954)
H (2.03470, -1.39126, -2.78487)
H (0.50087, -0.63992, -3.29501)
H (0.52297, -1.74508, -1.88329)
H (-2.20996, -5.87492, 2.67964)
H (6.06639, 1.73416, -0.46066)
H (2.44868, -0.05040, 0.93268)